C14H45Cl8F3N5O4 | ωB97M-V with the def2-TZVPD basis set

Results
Net charge   +3
Total energy   -5115.2006 hartree
Multiplicity   1
E_LUMO   -9.761 eV
HOMO-LUMO gap   6.29 eV

Cartesian coordinates (Å):
N: -0.700282 -2.864449 3.679552
H: -1.544314 -2.742440 4.220674
H: -0.680198 -3.718926 3.141438
H: 0.057682 -2.742992 4.335935
H: -0.785358 -2.069747 3.062047
N: -0.356543 1.906735 3.036034
H: -0.120824 2.725472 2.493620
H: -0.805040 1.173969 2.504996
H: -0.949767 2.221558 3.790393
H: 0.459097 1.592667 3.542200
N: 3.532192 1.076053 1.744878
H: 4.230153 0.354189 1.853813
H: 3.874324 1.947561 1.366051
H: 3.060780 1.272310 2.616289
H: 2.861188 0.703556 1.088306
N: 2.719830 -2.435028 -1.121603
H: 2.836702 -2.352605 -2.121427
H: 3.575637 -2.619042 -0.617767
H: 2.139712 -3.227575 -0.886133
H: 2.211314 -1.635162 -0.772720
N: 2.079481 -1.829824 2.433566
H: 2.167081 -2.822860 2.271370
H: 1.995961 -1.671187 3.427525
H: 1.301338 -1.478761 1.893798
H: 2.906651 -1.435577 2.008762
O: -0.741882 -0.879321 1.816745
C: -0.815682 -0.565143 0.437571
C: 0.407975 0.217270 -0.258409
O: 1.798601 -0.168320 -0.058118
H: -1.697488 0.053903 0.272283
H: -1.009408 -1.490290 -0.105279
H: 0.354120 1.302395 -0.170667
H: 0.391710 -0.008626 -1.324630
C: 2.943998 3.532061 -2.379212
C: 2.947500 4.947845 -1.812982
O: 2.222394 5.151109 -0.553381
C: 2.803482 4.795831 0.600967
O: 3.853748 4.207205 0.618536
C: 1.987172 5.078414 1.908553
F: 1.650449 3.832022 2.295055
F: 2.737835 5.684497 2.873884
F: 0.806867 5.733856 1.746313
H: 2.242681 2.828313 -1.930892
H: 3.944070 3.171783 -2.138075
H: 2.788858 3.508864 -3.457854
H: 2.486292 5.337603 -2.720436
H: 3.976058 5.300068 -1.734802
Cl: 1.757777 -1.763897 -4.085038
C: 1.833889 -0.004754 -4.286643
C: 1.258431 0.304961 -5.621434
Cl: 1.448650 2.074320 -5.862749
H: 2.859331 0.352724 -4.192972
H: 1.232826 0.473140 -3.513056
H: 0.265380 -0.105094 -5.805275
H: 1.875323 -0.146531 -6.398404
Cl: -4.178404 1.418089 4.226443
C: -4.088879 0.400659 2.792947
C: -5.366004 0.360221 2.023668
Cl: -6.777162 -0.058206 3.023164
H: -3.748863 -0.615502 2.992730
H: -3.239633 0.693249 2.175474
H: -5.213569 -0.500105 1.371980
H: -5.634802 1.220500 1.410679
Cl: -3.748667 -3.917109 2.379299
C: -3.385153 -5.163175 1.176292
C: -3.086384 -4.576793 -0.210683
Cl: -2.924383 -5.919696 -1.391414
H: -4.197874 -5.889124 1.152236
H: -2.522520 -5.750335 1.491290
H: -2.239780 -3.895071 -0.292020
H: -3.850761 -3.893466 -0.580670
Cl: -1.767597 1.202472 -3.307402
C: -2.409089 -0.330925 -4.006215
C: -2.641143 -1.411536 -2.908795
Cl: -4.105063 -0.916182 -1.947857
H: -1.517966 -0.616254 -4.565313
H: -3.280650 -0.165243 -4.639488
H: -1.842778 -1.389692 -2.167015
H: -2.910635 -2.370885 -3.350525

Atoms 1-3, force components in eV/Å:
N -0.3 0.1 1.3
H -0.8 -0.9 0.4
H -0.3 -0.5 0.1